# 1
Molecular formula: C23H73N13O15
Method: DFT, ωB97M-V/def2-TZVPD

Values from the calculation:
molar mass = 771.9 g mol⁻¹
2S+1 = 1
HOMO level = -8.35 eV
Kohn-Sham gap = 8.3860 eV
SMILES string = COCCNCCOC.COCCNCCOC.COCCNCCOC.NC(N)=O.NC(N)=O.NC(N)=O.NC(N)=O.NC(N)=O.O.O.O.O

Geometry (Å):
C1 -23.289 15.589 5.972
O1 -22.133 14.870 6.257
C2 -21.691 14.061 5.176
C3 -20.296 13.574 5.497
N1 -20.294 12.563 6.563
C4 -18.976 12.148 6.995
C5 -18.825 10.647 6.989
O2 -19.600 10.073 8.041
C6 -19.339 8.707 8.093
H1 -23.605 16.165 6.844
H2 -24.185 14.981 5.750
H3 -23.174 16.269 5.116
H4 -21.559 14.707 4.293
H5 -22.411 13.265 4.968
H6 -19.714 14.444 5.822
H7 -19.914 13.068 4.608
H8 -20.925 12.808 7.310
H9 -18.739 12.512 7.999
H10 -18.216 12.488 6.286
H11 -17.771 10.397 7.158
H12 -19.237 10.292 6.037
H13 -19.641 8.171 7.179
H14 -19.820 8.225 8.943
H15 -18.259 8.505 8.185
C7 -20.299 -1.195 4.068
O3 -19.002 -1.571 3.670
C8 -17.992 -1.115 4.554
C9 -17.783 0.393 4.501
N2 -17.523 0.772 3.104
C10 -17.857 2.158 2.842
C11 -16.834 3.126 3.464
O4 -17.390 4.222 4.148
C12 -17.720 3.914 5.496
H16 -20.985 -1.758 3.444
H17 -20.428 -0.111 3.992
H18 -20.486 -1.468 5.117
H19 -17.060 -1.611 4.301
H20 -18.313 -1.397 5.566
H21 -16.937 0.584 5.167
H22 -18.647 0.965 4.866
H23 -18.141 0.191 2.547
H24 -18.906 2.407 3.087
H25 -17.853 2.371 1.766
H26 -16.224 3.540 2.657
H27 -16.134 2.534 4.070
H28 -18.192 2.936 5.569
H29 -18.414 4.681 5.847
H30 -16.819 4.019 6.097
C13 -11.638 11.308 6.800
O5 -12.773 10.510 6.600
C14 -12.609 9.132 6.783
C15 -13.499 8.366 5.849
N3 -14.858 8.196 6.365
C16 -15.735 7.466 5.432
C17 -16.201 8.311 4.264
O6 -16.519 9.593 4.760
C18 -17.094 10.448 3.796
H31 -11.473 11.982 5.959
H32 -10.725 10.702 6.885
H33 -11.667 11.890 7.727
H34 -12.784 8.856 7.833
H35 -11.575 8.784 6.639
H36 -13.076 7.353 5.688
H37 -13.401 8.659 4.791
H38 -15.281 9.129 6.339
H39 -16.608 7.142 6.015
H40 -15.322 6.522 5.073
H41 -17.083 7.860 3.786
H42 -15.459 8.355 3.451
H43 -16.345 10.895 3.133
H44 -17.484 11.309 4.348
H45 -17.907 9.966 3.251
N4 -14.008 11.459 11.397
C19 -15.264 10.955 11.162
N5 -16.156 11.067 12.174
O7 -15.553 10.440 10.073
H46 -13.279 11.177 10.769
H47 -13.848 11.730 12.350
H48 -15.911 11.544 13.021
H49 -17.064 10.626 12.058
N6 -14.906 11.296 7.365
C20 -15.103 12.658 7.398
N7 -15.967 13.051 8.398
O8 -14.549 13.428 6.621
H50 -15.275 10.705 8.098
H51 -14.123 10.953 6.833
H52 -16.274 14.002 8.434
H53 -16.165 12.347 9.087
N8 -17.070 5.878 9.198
C21 -16.807 7.081 9.775
N9 -15.892 7.840 9.090
O9 -17.187 7.423 10.906
H54 -17.536 5.143 9.738
H55 -16.848 5.736 8.230
H56 -15.507 7.625 8.177
H57 -15.776 8.778 9.452
N10 -17.023 4.385 12.497
C22 -18.236 4.188 11.914
N11 -19.334 4.387 12.694
O10 -18.327 3.881 10.715
H58 -16.900 4.567 13.475
H59 -16.232 4.380 11.881
H60 -19.186 4.618 13.659
H61 -20.246 4.404 12.282
N12 -16.056 2.633 8.097
C23 -15.352 1.537 7.654
N13 -14.309 1.909 6.821
O11 -15.573 0.384 7.948
H62 -16.521 2.569 8.990
H63 -15.657 3.502 7.788
H64 -14.207 2.879 6.587
H65 -13.763 1.207 6.361
O12 -14.457 5.112 7.108
H66 -14.554 6.037 7.371
H67 -13.693 5.112 6.523
O13 -14.220 7.936 11.895
H68 -14.866 8.538 11.515
H69 -14.375 7.108 11.434
O14 -17.018 6.866 13.665
H70 -17.116 6.855 12.694
H71 -17.494 7.651 13.948
O15 -18.658 9.774 11.269
H72 -18.250 8.895 11.345
H73 -18.453 10.047 10.366


# 2
Molecular formula: C23H76N6O15
Method: DFT, ωB97M-V/def2-TZVPD

Values from the calculation:
molar mass = 676.9 g mol⁻¹
2S+1 = 1
energy above the lowest of the compared OMol25 structures with the same formula, charge and spin = 174.8 kcal/mol
HOMO level = -8.51 eV
Kohn-Sham gap = 8.1290 eV

Geometry (Å):
C1 2.786 1.555 2.868
C2 3.589 0.372 3.394
O1 3.077 -0.707 2.578
H1 3.106 2.432 3.461
H2 1.743 1.290 3.088
H3 3.134 1.670 1.814
H4 3.327 0.094 4.399
H5 4.670 0.494 3.225
H6 2.120 -0.720 2.784
C3 -3.615 1.681 1.337
C4 -4.283 2.030 -0.041
O2 -5.230 0.986 -0.396
H7 -3.058 2.570 1.553
H8 -2.958 0.829 1.285
H9 -4.324 1.356 2.132
H10 -3.555 2.361 -0.698
H11 -4.966 2.854 0.066
H12 -5.657 1.224 -1.242
C5 -0.770 -3.168 -2.263
C6 -0.751 -1.886 -3.065
O3 -1.657 -1.016 -2.486
H13 -1.758 -3.587 -2.116
H14 -0.454 -2.939 -1.268
H15 0.026 -3.896 -2.592
H16 -1.014 -2.144 -4.060
H17 0.225 -1.430 -2.983
H18 -2.507 -1.316 -2.799
C7 0.829 0.095 -0.679
C8 -0.288 0.384 0.257
O4 -1.260 -0.647 0.167
H19 0.502 0.360 -1.683
H20 1.297 -0.861 -0.588
H21 1.618 0.898 -0.433
H22 -0.631 1.422 -0.078
H23 0.047 0.423 1.335
H24 -1.457 -0.907 -0.765
C9 -1.990 2.064 5.183
C10 -0.869 1.941 4.149
O5 -0.382 3.237 3.876
H25 -1.781 2.585 6.110
H26 -2.433 1.117 5.431
H27 -2.799 2.553 4.762
H28 -1.088 1.465 3.196
H29 -0.028 1.252 4.554
H30 0.373 3.235 3.279
C11 2.046 -3.328 0.227
C12 1.185 -3.507 1.420
O6 1.065 -4.821 1.930
H31 1.567 -3.278 -0.744
H32 2.883 -4.017 0.259
H33 2.577 -2.373 0.288
H34 0.146 -3.079 1.461
H35 1.684 -2.843 2.151
H36 0.589 -4.695 2.763
C13 -2.563 -3.762 0.692
C14 -3.401 -4.699 1.528
O7 -2.487 -5.617 2.140
H37 -2.364 -2.867 1.328
H38 -3.053 -3.430 -0.202
H39 -1.611 -4.181 0.388
H40 -4.140 -5.317 1.021
H41 -3.968 -4.038 2.133
H42 -2.912 -6.504 2.146
C15 5.144 1.881 -0.173
C16 5.484 0.383 -0.101
O8 6.853 0.318 0.239
H43 6.020 2.423 -0.607
H44 4.786 2.350 0.741
H45 4.231 1.925 -0.823
H46 5.467 -0.104 -1.095
H47 4.773 -0.205 0.493
H48 7.300 -0.408 -0.145
C17 -0.575 -1.236 3.910
O9 0.790 -0.988 3.662
N1 -1.478 -1.259 3.010
N2 -1.075 -1.558 5.057
H49 -1.347 -0.986 1.980
H50 -2.510 -1.309 3.206
H51 -0.535 -1.591 5.901
H52 -2.111 -1.453 5.222
C18 1.498 0.545 -4.607
O10 1.801 -0.573 -5.445
N3 2.373 1.244 -3.984
N4 0.340 1.055 -4.403
H53 3.339 0.939 -4.075
H54 2.162 1.939 -3.228
H55 -0.460 0.730 -4.926
H56 0.124 1.401 -3.422
C19 -2.395 2.429 -3.103
O11 -1.221 2.302 -2.514
N5 -3.273 1.476 -3.086
N6 -2.747 3.502 -3.778
H57 -3.086 0.727 -2.475
H58 -4.283 1.374 -3.368
H59 -2.211 4.345 -3.913
H60 -3.543 3.552 -4.453
C20 -0.060 4.270 0.666
O12 0.942 3.399 1.023
H61 -0.543 4.453 1.615
H62 -0.728 3.788 -0.124
H63 0.213 5.259 0.295
H64 1.504 3.210 0.310
C21 3.526 -1.992 -2.298
O13 4.906 -2.007 -2.447
H65 3.148 -1.171 -1.669
H66 3.383 -2.990 -1.891
H67 3.082 -1.839 -3.326
H68 5.025 -1.271 -3.049
C22 -4.549 -1.385 -2.046
O14 -3.941 -2.151 -3.076
H69 -4.138 -1.786 -1.132
H70 -5.621 -1.547 -2.222
H71 -4.381 -0.327 -2.258
H72 -4.214 -3.044 -3.004
C23 2.848 3.837 -1.951
O15 1.669 3.055 -2.035
H73 2.633 4.827 -2.399
H74 3.737 3.455 -2.452
H75 2.935 4.035 -0.932
H76 0.839 3.501 -2.271


Taking the records one at a time from the top gives F_max values of 2.5; 9.2 eV/A.